1.
C13H35BrN4O4P2 | ωB97M-V with the def2-TZVPD basis set

Structure (XYZ):
```
59
Properties=species:S:1:pos:R:3:forces:R:3
Br -5.0353 6.7158 0.2258 0.0 -0.2 0.2
P -4.0291 4.0565 -0.3751 -2.4 -1.0 1.3
P -0.3957 5.1491 -1.0908 1.8 -0.1 0.6
O -3.8531 3.9430 -2.0063 0.9 0.3 0.5
O -2.9709 2.9332 0.1713 0.3 0.7 -1.1
O -1.2561 6.4087 -0.4226 -0.3 -1.7 -0.2
O -2.9298 6.8178 -1.7945 -1.0 1.2 -2.9
N 0.0539 -3.3738 3.5851 -0.2 0.0 -0.1
N 0.9461 4.8798 -0.3610 -0.4 -0.3 -0.3
N -3.4539 5.6809 0.1386 1.1 0.1 -0.7
N 0.2889 0.5690 -2.4507 -0.1 0.1 0.2
C 1.7679 -1.2402 -1.3931 -0.1 -0.1 0.1
C -2.5786 6.3375 -0.7966 0.6 -0.2 2.3
C 0.6281 -3.9376 5.9386 0.0 0.0 0.0
C 1.1204 -4.2070 1.4083 0.0 0.1 -0.1
C 0.7308 2.0090 -4.4287 0.0 0.0 -0.1
C 0.6677 -4.3432 4.4731 0.1 0.0 0.1
C 2.0526 -1.7802 3.4267 0.0 0.1 0.0
C -0.1287 -3.8727 2.2339 -0.1 -0.2 -0.2
C -0.7354 -0.2099 -3.1285 -0.2 0.0 -0.2
C 0.8380 -0.0303 -1.2448 0.2 0.1 0.3
C -0.2863 -1.4156 -3.9641 -0.1 -0.1 0.0
C 1.3048 1.1577 -3.3081 0.0 0.0 -0.2
C 0.5582 -2.0150 3.6874 0.1 0.2 0.2
H 2.6811 -2.5332 3.9039 0.0 0.0 0.0
H 1.5401 2.4792 -4.9883 0.0 0.0 0.0
H 1.2220 -3.0442 6.1353 0.0 0.0 0.0
H -4.2031 4.7415 -2.4308 0.0 0.0 -0.1
H 2.2835 -1.7600 2.3626 0.1 -0.1 0.0
H -2.5586 2.4479 -0.5620 0.2 -0.1 0.2
H 1.3884 0.7507 -0.7093 0.0 0.1 -0.1
H -1.0868 -1.7039 -4.6487 0.0 0.0 0.0
H -0.7412 -4.7783 2.2956 0.0 0.0 0.1
H 0.3247 -1.6395 4.6865 0.0 -0.1 0.0
H 1.0411 -4.7398 6.5517 0.0 0.0 0.0
H -1.2582 4.0356 -1.1065 -0.2 0.5 -0.3
H 1.9371 1.8035 -2.6931 0.0 -0.1 0.1
H 0.5920 -1.1952 -4.5721 0.0 0.0 0.0
H 0.1478 1.4242 -5.1412 0.0 0.0 0.0
H 1.9701 0.3987 -3.7464 0.0 0.0 0.0
H 0.1226 -5.2860 4.3764 0.0 0.0 -0.2
H 0.9310 3.9322 0.0002 0.2 0.1 0.5
H 1.8459 -4.7947 1.9709 0.0 0.0 0.0
H -0.0701 -2.2839 -3.3445 0.1 0.0 0.0
H -0.1263 5.5096 -2.4205 -0.8 0.4 0.1
H -1.4661 -0.5463 -2.3877 0.1 0.0 0.1
H -0.3958 -3.7544 6.2669 0.0 0.1 0.0
H -0.0221 -1.3762 3.0163 -0.1 -0.1 -0.1
H 1.6098 -3.3063 1.0411 0.1 0.0 0.0
H 0.8342 -4.7927 0.5320 0.0 0.0 0.0
H 1.2111 -2.1475 -1.6235 0.0 0.0 -0.1
H 0.0143 -0.2995 -0.5765 -0.1 0.0 -0.1
H 2.3468 -0.8108 3.8349 0.0 0.0 0.0
H 2.2890 -1.4183 -0.4501 0.0 0.0 0.0
H 1.7116 -4.5580 4.1956 0.0 0.0 0.0
H 0.0947 2.7995 -4.0254 0.0 0.0 0.0
H -0.7411 -3.1597 1.6741 0.1 0.1 0.1
H -1.3000 0.4627 -3.7793 0.1 0.1 0.0
H 2.5260 -1.0898 -2.1617 0.0 0.0 0.0
```
Forces are in eV/Å.

Energy (Ha): -4292.976616

Mulliken population analysis, charges in e, atoms 1 to 4: 0.014, 0.274, 0.562, -0.430

=====

2.
C13H35F6N10O10 | ωB97M-V with the def2-TZVPD basis set

Structure (XYZ):
```
74
Properties=species:S:1:pos:R:3:forces:R:3
F 0.7445 3.1655 0.9994 0.7 -1.1 -0.9
F -1.4282 3.8359 -3.1670 -0.3 1.9 0.6
F 2.5402 3.8052 1.8539 0.9 -0.8 -0.4
F 0.2923 2.7937 -2.3948 0.9 0.4 1.1
F 2.5353 3.4771 -0.3323 -0.9 -1.2 2.0
F -0.5967 2.2569 -4.2120 -0.3 -1.3 -0.7
O -0.2152 -2.1732 4.5903 -0.2 -0.8 0.8
O 2.9828 -1.8629 -4.0388 -0.2 0.4 0.5
O 2.0232 0.2912 0.6771 0.5 2.2 0.1
O -0.4865 -0.8880 0.0930 1.9 -1.4 1.3
O 2.8526 1.0986 2.4837 -0.6 1.3 -1.1
O -3.1036 1.5244 -2.5407 1.3 1.5 -0.8
O -1.2663 0.3644 -2.0836 0.9 2.2 0.2
O 2.6403 -4.6359 1.1782 -0.1 -1.7 0.9
O -1.4017 -3.3265 -0.9131 0.2 0.9 2.4
O -2.5462 -0.0008 1.2906 5.2 -4.7 0.1
N 0.6209 -3.6316 1.1237 -4.7 0.7 1.0
N -0.8539 -3.0365 -3.0250 2.0 3.2 -2.1
N -3.5047 1.6074 2.4184 -0.3 4.2 4.9
N 2.4059 -2.6880 0.3170 2.3 4.1 -2.2
N 1.4473 -1.5902 3.2831 5.3 -4.1 -3.4
N 3.0753 -0.7585 -2.1404 3.0 1.2 5.2
N -4.1943 1.0852 0.4394 -2.2 0.3 -1.5
N 1.4171 -0.3846 -3.5583 -4.2 2.2 -0.9
N -2.0366 -4.7398 -2.4556 -2.5 -3.4 -1.9
N 0.3486 -0.0496 4.2289 0.0 3.8 0.1
C -1.7563 1.7044 -2.1016 -0.1 -5.0 0.1
C 2.6816 1.4680 1.1164 0.3 -0.1 0.9
C -3.8040 2.7415 -2.5641 -2.7 -0.2 0.3
C 2.0790 2.9797 0.8910 -0.4 0.7 -0.1
C -0.8907 2.6538 -2.9787 -0.1 -1.3 -0.1
C 4.1340 1.3155 3.1371 0.9 0.5 -1.0
C -3.3686 0.8100 1.4351 -1.8 0.7 -3.6
C -5.1650 2.2551 -3.0692 -0.1 0.3 -0.6
C -1.4707 -3.6734 -2.0655 1.3 1.7 2.4
C 2.4823 -1.0276 -3.2592 2.4 -3.5 -3.4
C 0.4981 -1.3269 4.0838 -5.1 -1.3 2.3
C 3.7930 1.3739 4.5629 -0.2 -1.2 1.9
C 1.8735 -3.7144 0.9471 3.6 -2.7 0.1
H -1.9242 2.0293 -1.0747 0.9 1.2 0.3
H 3.6838 1.5668 0.6993 0.0 -0.2 -0.6
H -2.0215 -4.6561 -3.4620 -0.7 -2.4 0.1
H -3.8184 0.9524 -0.4886 -0.6 -0.2 -0.4
H -6.0441 2.8718 -2.8818 0.3 0.4 0.0
H 3.7751 0.3726 4.9934 -0.2 0.0 0.2
H 2.8564 -0.1135 -1.3947 -1.0 0.3 -0.8
H -3.4482 3.5719 -3.1741 0.2 -0.6 -0.2
H 0.2564 -0.3142 0.2940 0.8 0.6 0.2
H -4.9211 1.7455 0.6759 0.0 -0.1 -1.1
H 0.0281 -4.3530 1.5086 0.3 0.2 -0.1
H -1.2107 -0.5895 0.6481 -2.2 0.5 1.2
H 0.9091 -0.6683 -4.3838 0.3 0.1 0.1
H -0.4726 -2.1513 -2.7230 -0.1 0.1 -0.5
H -5.3927 1.2611 -2.6842 0.2 0.0 0.1
H 4.6901 2.2361 2.9599 -0.9 0.7 -1.1
H 1.2431 0.2620 3.8783 -0.5 2.2 0.8
H 3.3585 -2.8634 0.0310 -0.1 -0.1 0.2
H -0.7369 -0.6739 -0.8088 -1.3 1.3 -3.0
H -5.0129 2.1704 -4.1452 -0.5 -0.2 -0.1
H -2.6400 1.8713 2.8688 -0.1 -0.5 0.5
H 1.5568 -2.5927 3.3394 0.5 -0.2 -0.8
H -0.2787 0.3532 4.9103 0.5 0.0 -0.2
H 4.4712 1.9629 5.1805 0.1 0.1 -0.3
H -3.9231 3.1680 -1.5681 0.3 0.0 0.6
H 0.8725 0.1507 -2.8972 -0.2 0.1 0.0
H -2.1205 -5.4933 -1.7882 -0.4 -0.1 -0.8
H -1.0199 -3.1417 -4.0157 0.1 0.0 0.3
H 1.7624 -1.1824 2.4145 -0.4 0.4 0.6
H 3.9801 -1.1308 -1.8898 -0.3 -0.6 -1.0
H 4.8539 0.5929 2.7529 -0.3 -0.7 0.5
H 0.2140 -2.8291 0.6649 -0.8 -0.7 0.1
H 2.7915 1.7857 4.6872 0.1 0.2 0.0
H -3.9702 2.4405 2.0876 0.0 0.2 0.8
H 2.2742 -1.7107 0.5354 -0.5 -0.4 -0.1
```
Forces are in eV/Å.

Energy (Ha): -2415.369367
Spin multiplicity: 2

Mulliken population analysis, charges in e, atoms 1 to 4: -0.235, -0.310, -0.281, -0.182

=====

3.
C13H35N12O17 | ωB97M-V with the def2-TZVPD basis set

Structure (XYZ):
```
77
Properties=species:S:1:pos:R:3:forces:R:3
O 2.8099 1.3277 3.6057 -0.1 -0.4 -0.2
O -0.3500 8.1553 -1.9746 0.2 -0.2 -0.1
O -2.4818 3.5193 0.8147 0.3 -0.1 -0.5
O 3.6678 3.3097 -1.5139 -0.1 0.1 -0.1
O 4.4489 0.5879 -4.9766 -0.3 -0.3 -0.1
O -2.3321 4.8698 -0.8731 0.1 -0.4 0.2
O 3.4981 -3.2297 -1.5623 -0.2 0.1 -0.5
O -7.1996 -4.4748 6.1928 0.3 -0.1 -0.3
O 2.4185 -0.6975 2.9438 0.6 0.4 -0.1
O -5.8731 -5.3073 4.6978 -0.3 -0.1 0.3
O -4.4473 -1.1512 2.6600 0.2 0.0 0.2
O 4.1552 5.1134 -2.6098 -0.1 -0.4 0.2
O -0.4788 -3.0493 0.9603 0.2 0.9 0.1
O -3.5998 -1.1368 4.6535 -0.1 0.0 -0.4
O 4.1077 -1.3190 -5.9487 0.0 0.5 0.3
O 0.9975 7.3907 -3.4876 -0.2 0.0 0.2
O 2.6488 -3.2240 -3.5561 0.0 0.2 0.3
N 2.7955 -3.6951 -2.4375 0.1 -0.2 0.3
N -4.3029 -1.6104 3.7803 0.0 0.0 0.3
N -6.4065 -5.3048 5.7945 -0.1 -0.1 0.0
N 0.1003 -0.8209 -1.3729 -0.7 6.3 0.4
N 4.6858 -0.5976 -5.1643 0.1 -0.4 -0.2
N 0.4633 7.3560 -2.3944 0.0 0.2 -0.2
N 1.5062 -0.3125 -3.2063 -0.1 0.8 -0.1
N 3.7929 3.9583 -2.5416 0.1 0.4 -0.1
N -0.5694 1.4106 -0.8308 0.0 -4.7 0.9
N -2.9590 4.2691 -0.0234 -0.2 0.3 -0.1
N 0.2803 1.4577 -1.9107 1.3 -1.6 -1.7
N 2.8014 0.4479 2.7687 0.1 0.2 0.2
C -5.0519 -2.8543 4.1007 0.0 0.0 0.1
C 3.2992 0.7902 1.4105 0.2 0.3 -0.2
C 2.0484 -4.9422 -2.1290 -0.1 -0.3 0.2
C -0.3378 -1.5074 2.9612 0.3 -0.2 0.0
C -6.0608 -6.4077 6.7284 0.2 -0.3 0.0
C -0.6451 0.0381 -0.5050 0.5 -1.5 -1.0
C 0.6890 0.1488 -2.2549 -1.9 -1.1 2.4
C -4.4325 4.4587 0.0045 -0.3 0.2 -0.1
C -1.4135 -0.7363 0.6350 0.2 0.7 -0.5
C 3.4665 3.2640 -3.8122 0.2 0.0 -0.3
C 0.8343 6.2392 -1.4885 0.1 -0.3 0.1
C 5.7762 -1.2132 -4.3642 0.3 0.1 0.3
C -0.3174 -1.6635 1.3760 0.7 0.2 0.4
H 3.6189 3.9534 -4.6394 -0.1 0.0 0.2
H 5.3385 -2.0243 -3.7839 0.0 0.0 -0.2
H -4.8279 -3.1431 5.1232 0.1 0.2 -0.1
H 0.9871 -4.7256 -2.2426 0.1 0.0 -0.2
H 2.2743 -5.2419 -1.1082 0.1 0.1 -0.1
H 1.8634 0.2299 -3.9944 -0.1 -0.2 0.5
H -4.7264 -3.6219 3.4027 -0.1 0.2 0.0
H 0.2543 -3.2590 0.3559 -0.5 0.2 0.4
H 0.7389 -1.3693 1.0462 -1.6 -0.1 0.4
H -5.3472 -7.0680 6.2412 -0.1 0.1 0.0
H -4.6919 4.8696 0.9789 0.0 -0.2 0.0
H 4.1312 2.4066 -3.8972 -0.2 0.1 0.1
H -4.7116 5.1457 -0.7909 0.2 -0.1 0.1
H -6.9813 -6.9394 6.9629 0.1 0.2 0.1
H 2.3742 -5.7033 -2.8361 -0.1 0.1 0.0
H 0.0183 -2.4959 3.4135 -0.7 1.3 -0.6
H -2.2052 -1.3735 0.1084 1.3 0.7 0.7
H -5.6257 -5.9588 7.6197 -0.2 0.0 0.0
H 1.7249 -1.3168 -3.1737 -0.2 0.7 -0.2
H -0.0741 5.6802 -1.2688 0.0 0.2 0.1
H 3.6038 1.8343 1.4017 -0.1 -0.1 0.1
H 6.2009 -0.4557 -3.7097 -0.1 0.0 -0.1
H 1.2586 6.6747 -0.5856 -0.1 0.0 0.0
H -1.3471 -1.2073 3.3859 1.2 -0.5 -0.6
H 0.4556 -0.7424 3.2729 -1.6 -1.1 -0.5
H 2.4241 2.9529 -3.7575 0.1 0.0 0.0
H 1.5645 5.6081 -1.9903 0.0 0.2 0.0
H 0.5694 2.3170 -2.3780 -0.3 -0.3 0.5
H -4.8916 3.4833 -0.1481 0.1 0.0 0.2
H -6.1121 -2.6385 3.9844 0.1 -0.1 -0.1
H 6.5249 -1.5851 -5.0616 -0.1 -0.1 0.0
H 4.1456 0.1394 1.1975 -0.2 0.0 0.0
H -1.0596 2.1687 -0.3407 0.4 0.1 -0.5
H 2.4832 0.6199 0.7091 0.1 -0.1 0.0
H -1.9854 -0.0710 1.3525 0.9 -0.6 -0.8
```
Forces are in eV/Å.

Energy (Ha): -2451.455929
Total charge: +1

Mulliken population analysis, charges in e, atoms 1 to 4: -0.531, -0.538, -0.570, -0.507

=====

4.
C13H36BO9S | ωB97M-V with the def2-TZVPD basis set

Structure (XYZ):
```
60
Properties=species:S:1:pos:R:3:forces:R:3
S -1.8648 3.5520 0.3865 -3.4 7.0 -1.0
O -1.1608 4.8477 -0.1761 -1.3 -4.5 1.1
O 1.9459 -3.3576 -5.3274 0.1 0.2 -0.1
O -3.2891 3.3595 -0.5312 5.3 -0.8 3.5
O -2.1891 3.8944 1.8860 0.9 -2.7 -4.1
O 2.3570 -0.5305 3.0540 0.2 -0.1 -0.1
O -0.0897 0.0500 1.7742 -1.1 0.2 -2.9
O -2.3389 0.0209 0.6256 2.6 2.2 -0.8
O -4.3421 2.0044 2.8270 -0.5 -0.3 0.3
O 0.8132 -0.2296 -2.9169 -0.3 -0.2 0.0
C 3.2211 -0.1182 4.1098 -0.3 -0.6 0.2
C 2.0558 1.8279 -2.9546 -0.1 0.2 0.3
C -6.6023 2.2711 2.0529 -0.3 -0.2 -0.1
C 1.8322 -4.8293 -3.4300 0.2 0.0 0.3
C 2.0940 0.3379 -2.6543 0.1 0.3 -0.7
C -5.5309 3.9538 3.5791 0.0 0.3 0.2
C 2.4092 0.0678 5.3817 -0.2 0.3 0.1
C -5.6306 2.4842 3.2027 0.5 0.3 -0.7
C 3.1416 -0.3708 -3.4979 0.2 -0.3 0.1
C -0.6114 2.1668 0.2031 1.2 -0.3 0.5
C 2.0253 -4.7254 -4.9345 -0.7 0.1 0.3
C 0.9738 -5.5269 -5.6850 0.0 -0.2 -0.3
C 4.3166 -1.1554 4.2982 0.4 0.0 -0.1
B -1.0650 0.7303 0.8651 -0.8 -2.0 0.5
H 1.9163 -0.8668 5.6721 0.2 0.0 0.0
H -4.0451 2.5149 2.0555 0.2 0.1 0.2
H 0.3559 2.5178 0.8080 -2.3 -0.5 -1.3
H 0.6131 -0.0958 -3.8582 0.1 0.0 0.4
H -4.8189 4.0934 4.3995 -0.1 -0.1 -0.1
H 3.0242 -5.0860 -5.2032 -0.1 0.3 -0.1
H 1.0193 -6.5869 -5.4165 -0.1 0.1 0.0
H 2.9205 -0.2668 -4.5661 0.0 0.1 0.1
H 0.5560 -0.5062 1.2393 -1.2 1.2 1.1
H 1.0622 -3.0289 -5.0927 0.4 -0.2 0.0
H -2.8407 0.4185 -0.1460 0.8 -0.2 1.5
H 4.8848 -1.2877 3.3712 -0.1 0.1 0.1
H -5.1628 4.5500 2.7365 -0.1 -0.2 0.0
H 3.6664 0.8380 3.8143 -0.2 -0.1 -0.1
H 1.1177 -5.4328 -6.7667 0.1 0.0 0.2
H 3.0226 2.2972 -2.7475 -0.1 0.0 0.0
H 5.0078 -0.8596 5.0936 0.0 -0.1 -0.1
H 1.9035 -5.8685 -3.0939 0.0 0.1 0.0
H 1.6168 0.8080 5.2277 0.2 -0.1 0.0
H 1.2889 2.3229 -2.3492 0.2 0.0 -0.1
H 3.1493 -1.4441 -3.2801 0.0 0.2 0.0
H 2.5884 -4.2377 -2.9032 -0.1 -0.1 -0.1
H 4.1410 0.0326 -3.3071 -0.1 0.0 -0.1
H -0.2846 2.0691 -0.9163 -1.0 0.3 2.0
H -6.6546 1.2105 1.7847 0.0 0.1 0.1
H 2.3098 0.1820 -1.5918 -0.2 -0.1 -0.1
H 1.7962 2.0098 -4.0036 0.1 -0.1 0.0
H -5.9560 1.9028 4.0722 0.2 -0.1 -0.1
H -0.0332 -5.1537 -5.4668 0.1 0.0 0.1
H -6.5036 4.3490 3.8882 0.0 0.0 0.0
H 0.8557 -4.4314 -3.1319 0.0 -0.1 -0.1
H 1.9571 -1.3789 3.3076 0.1 0.4 0.0
H -6.2723 2.8077 1.1562 0.0 0.1 0.2
H 3.8913 -2.1334 4.5502 -0.1 0.1 0.1
H -7.6071 2.6158 2.3163 0.0 0.0 0.0
H 3.0432 0.4003 6.2096 -0.1 -0.1 0.0
```
Forces are in eV/Å.

Energy (Ha): -1617.172938
Total charge: -1

Mulliken population analysis, charges in e, atoms 1 to 4: 1.070, -0.727, -0.508, -0.709